{"formula": "C33H29GeIrN3O3", "method": "the ωB97M-V functional and the def2-TZVPD basis", "gap_ev": 8.37, "homo_ev": -11.22, "charge": 1, "e_above_lowest_kj_mol": 10.1, "species": ["Ir", "O", "C", "N", "C", "C", "C", "C", "C", "C", "N", "C", "C", "C", "C", "C", "N", "H", "H", "H", "H", "H", "H", "H", "H", "H", "H", "O", "C", "O", "C", "C", "Ge", "C", "C", "C", "C", "C", "C", "C", "C", "C", "C", "C", "C", "C", "C", "C", "C", "C", "C", "H", "H", "H", "H", "H", "H", "H", "H", "H", "H", "H", "H", "H", "H", "H", "H", "H", "H", "H"], "coordinates": [[-0.0702, -0.2488, -2.0259], [2.1944, -1.2000, -5.2184], [1.3947, -1.1140, -4.3108], [1.3687, -0.1621, -3.3481], [1.7604, 1.1994, -3.6490], [0.4886, 2.0126, -3.6855], [0.3973, 3.2480, -4.3049], [-0.8175, 3.9049, -4.3396], [-1.9256, 3.3005, -3.7637], [-1.7684, 2.0765, -3.1538], [-0.5847, 1.4495, -3.0970], [0.1674, -1.9915, -4.2477], [-0.0160, -3.0336, -5.1329], [-1.2575, -3.6424, -5.1962], [-2.2838, -3.1558, -4.4020], [-2.0257, -2.1114, -3.5350], [-0.8129, -1.5588, -3.4372], [2.2609, 1.2200, -4.6187], [2.4421, 1.6055, -2.8979], [1.2795, 3.6736, -4.7632], [-0.9062, 4.8693, -4.8211], [-2.8991, 3.7679, -3.7845], [-2.6035, 1.5651, -2.7005], [0.8117, -3.3188, -5.7669], [-1.4319, -4.4670, -5.8740], [-3.2780, -3.5760, -4.4492], [-2.7900, -1.6963, -2.9007], [1.0306, -1.5796, -0.8825], [1.6745, -0.6199, -0.3453], [1.2817, 0.5545, -0.6607], [2.7860, -0.8251, 0.6256], [2.2681, -1.2592, 2.0086], [0.6935, -0.2863, 2.6924], [0.9245, 1.6438, 2.7207], [-0.1760, 2.4483, 3.0200], [-0.0563, 3.8293, 3.0680], [1.1732, 4.4261, 2.8233], [2.2789, 3.6393, 2.5367], [2.1522, 2.2575, 2.4850], [0.2317, -0.9749, 4.4487], [1.2298, -1.0867, 5.4177], [0.9333, -1.5402, 6.6940], [-0.3709, -1.8859, 7.0205], [-1.3746, -1.7730, 6.0704], [-1.0737, -1.3191, 4.7930], [-0.7514, -0.7426, 1.4383], [-1.2498, 0.1710, 0.4996], [-2.2199, -0.2166, -0.4279], [-2.7332, -1.5237, -0.3873], [-2.2355, -2.4328, 0.5179], [-1.2448, -2.0384, 1.4197], [3.3232, 0.1194, 0.6893], [3.4600, -1.5794, 0.2159], [3.0856, -1.1971, 2.7279], [1.9625, -2.3073, 1.9735], [-1.1398, 1.9947, 3.2313], [-0.9176, 4.4397, 3.3070], [1.2710, 5.5029, 2.8673], [3.2416, 4.1011, 2.3593], [3.0308, 1.6592, 2.2732], [2.2536, -0.8141, 5.1833], [1.7179, -1.6222, 7.4348], [-0.6043, -2.2395, 8.0162], [-2.3935, -2.0357, 6.3240], [-1.8719, -1.2301, 4.0644], [-0.9115, 1.2006, 0.5273], [-2.7142, 0.5374, -1.0245], [-3.5588, -1.8062, -1.0269], [-2.6285, -3.4403, 0.5504], [-0.8730, -2.7653, 2.1341]], "forces_ev_per_a": [[-0.09, 0.09, -0.02], [-0.06, -0.01, -0.01], [-0.07, 0.10, -0.09], [0.18, -0.08, 0.26], [0.00, -0.09, -0.05], [0.08, 0.07, -0.13], [0.01, -0.03, -0.02], [0.01, 0.02, -0.01], [-0.02, 0.00, 0.00], [0.00, -0.04, -0.02], [-0.09, -0.04, 0.17], [0.15, -0.07, -0.23], [0.02, 0.01, 0.02], [0.00, -0.04, -0.02], [0.00, 0.02, 0.01], [0.03, -0.02, -0.02], [-0.21, 0.09, 0.20], [0.03, 0.07, 0.02], [-0.01, -0.04, 0.02], [0.00, 0.00, 0.00], [0.00, 0.00, 0.00], [0.00, -0.01, 0.00], [0.00, 0.02, 0.00], [0.01, 0.01, 0.00], [0.00, 0.00, 0.00], [0.00, 0.01, 0.01], [-0.01, -0.02, -0.02], [0.04, -0.03, 0.00], [-0.03, 0.04, -0.02], [0.04, 0.00, 0.01], [0.00, -0.01, 0.02], [-0.03, 0.02, 0.01], [0.02, 0.01, -0.02], [-0.03, -0.01, -0.01], [0.00, 0.00, -0.01], [0.00, 0.01, 0.00], [0.00, 0.00, 0.00], [-0.01, 0.00, 0.00], [0.01, -0.01, 0.02], [0.04, 0.00, 0.01], [0.00, -0.02, 0.00], [-0.01, 0.00, 0.00], [0.00, 0.00, 0.00], [0.00, 0.00, 0.00], [-0.02, 0.02, -0.01], [0.02, -0.01, 0.03], [0.01, -0.03, -0.08], [0.06, 0.03, -0.07], [-0.01, -0.05, 0.07], [0.00, 0.01, -0.01], [0.00, 0.03, 0.00], [0.01, 0.00, 0.00], [-0.01, -0.01, 0.00], [0.00, 0.00, 0.00], [0.01, 0.00, 0.00], [0.00, 0.00, 0.00], [0.00, 0.00, 0.00], [0.00, 0.00, 0.00], [0.00, 0.00, 0.00], [0.00, 0.00, 0.00], [0.00, 0.00, 0.00], [0.00, 0.00, 0.00], [0.00, 0.00, 0.00], [0.00, 0.00, 0.00], [0.00, 0.00, 0.00], [-0.02, 0.01, -0.02], [-0.04, -0.03, 0.00], [0.00, 0.01, 0.00], [0.00, 0.00, 0.00], [0.00, 0.00, 0.00]]}